ORCA calculation (wB97M-V/def2-TZVPD) on a cluster of 2 separate species, C5H7NO in total.

Results
LUMO   0.418 eV
Highest occupied orbital energy   -7.986 eV
Energy above the lowest of the compared OMol25 structures with the same formula, charge and spin   647.65 kJ/mol
Orbital gap   8.40 eV

Structure (ORCA input):
```
! RIJCOSX wB97M-V def2-TZVPD def2/J DEFGRID3
* xyz 0 1
H 1.296 0.910 -0.909
N -0.275 -0.831 1.024
H 0.772 -2.056 -0.565
H -2.204 0.129 -0.966
O -0.959 1.989 -1.047
H -0.047 1.338 1.236
H 1.155 0.336 2.081
H 2.369 -0.123 0.067
C -1.009 -0.719 -0.238
C 0.422 -1.063 -0.286
C 1.328 0.153 -0.122
H -1.670 -1.588 -0.353
C -1.720 1.107 -1.102
C 0.543 0.419 1.179
*
```

Here is what Löwdin gives for the atomic charges, in e:
1. H 0.0896
2. N -0.0352
3. H 0.1236
4. H 0.0740
5. O 0.0827
6. H 0.0974
7. H 0.1046
8. H 0.1018
9. C -0.1934
10. C -0.2539
11. C -0.1238
12. H 0.0995
13. C 0.0028
14. C -0.1695